{
  "formula": "C14H14N4O4",
  "method": "the ωB97M-V functional and the def2-TZVPD basis",
  "energy_ha": -1061.81067,
  "homo_ev": -8.93,
  "homo_lumo_gap_ev": 8.7,
  "de_lowest_kcal_mol": 65.9,
  "smiles": "COc1ccc(C(=O)Nc2nc(C)cc(C)n2)cc1[N+](=O)[O-]",
  "spin_multiplicity": 1,
  "elements": ["C", "O", "C", "C", "C", "C", "C", "O", "N", "C", "N", "C", "C", "C", "C", "C", "N", "C", "C", "N", "O", "O", "H", "H", "H", "H", "H", "H", "H", "H", "H", "H", "H", "H", "H", "H"],
  "coordinates": [[-3.73119, 1.50560, -2.38442], [-2.50257, 1.11352, -2.95150], [-1.36842, 1.27621, -2.25808], [-1.29972, 1.82719, -0.97382], [-0.10182, 1.91462, -0.29825], [1.07940, 1.45301, -0.87411], [2.38001, 1.59876, -0.15700], [3.26753, 2.32519, -0.53613], [2.51291, 0.88270, 1.00741], [1.73677, -0.13858, 1.50696], [0.68660, -0.55430, 0.81756], [-0.02528, -1.54956, 1.33399], [-1.20582, -2.00833, 0.54360], [0.32409, -2.12338, 2.55077], [1.44862, -1.61975, 3.19976], [1.91739, -2.16565, 4.50738], [2.15222, -0.62638, 2.67124], [1.04047, 0.93360, -2.15346], [-0.16386, 0.83600, -2.84124], [-0.13085, 0.27333, -4.16625], [-1.04202, 0.51149, -4.92584], [0.83434, -0.40944, -4.44638], [-4.48193, 1.26172, -3.13369], [-3.94240, 0.95415, -1.46304], [-3.75544, 2.58072, -2.18498], [-2.19573, 2.19011, -0.49711], [-0.08140, 2.34645, 0.69082], [3.36499, 1.04786, 1.53352], [-2.12033, -1.85621, 1.11463], [-1.25948, -1.44847, -0.38541], [-1.11968, -3.07041, 0.32289], [-0.25012, -2.93106, 2.97463], [2.18075, -3.21634, 4.39914], [1.12567, -2.09194, 5.25063], [2.78636, -1.60973, 4.84549], [1.93994, 0.58728, -2.63970]],
  "forces_ev_per_angstrom": [[-0.226, 0.094, 0.164], [0.120, -0.030, 0.011], [0.281, -0.150, -0.108], [-0.170, 0.023, -0.090], [0.256, -0.009, -0.323], [-0.299, 0.478, -0.479], [-0.219, -0.054, -0.159], [0.125, 0.035, -0.100], [0.548, 0.224, 0.332], [-0.487, -0.660, 0.281], [0.129, -0.089, -0.098], [0.144, -0.121, 0.383], [-0.008, -0.034, 0.000], [0.103, 0.169, -0.089], [-0.282, -0.067, -0.244], [0.016, -0.010, 0.021], [0.367, 0.269, 0.100], [-0.042, 0.108, 0.062], [-0.140, 0.450, 0.972], [0.050, -0.209, -0.443], [-0.103, 0.076, -0.262], [0.305, -0.267, -0.133], [0.026, 0.034, 0.091], [0.011, 0.032, -0.022], [0.009, -0.042, 0.010], [-0.102, 0.018, 0.004], [-0.026, 0.013, 0.139], [-0.155, 0.043, -0.141], [-0.098, -0.019, 0.006], [-0.037, 0.010, -0.054], [-0.055, -0.082, -0.035], [-0.070, -0.104, 0.056], [0.018, -0.081, 0.048], [-0.028, -0.031, 0.082], [0.024, -0.003, 0.038], [0.017, -0.013, -0.020]],
  "lowdin_charge": [-0.06, -0.07, -0.20, 0.00, -0.02, -0.16, -0.42, 0.11, 0.18, -0.35, 0.18, -0.30, -0.02, 0.02, -0.32, -0.03, 0.17, 0.07, -0.06, -0.35, 0.11, 0.07, 0.10, 0.10, 0.10, 0.11, 0.13, 0.16, 0.09, 0.07, 0.09, 0.12, 0.08, 0.08, 0.08, 0.14]
}

***

{
  "formula": "C4H7O4S",
  "method": "the ωB97M-V functional and the def2-TZVPD basis",
  "energy_ha": -855.67219,
  "homo_ev": [-2.28, -4.85],
  "homo_lumo_gap_ev": [5.8, 6.9],
  "de_lowest_kcal_mol": 0.0,
  "spin_multiplicity": 3,
  "total_charge": -1,
  "elements": ["C", "C", "C", "C", "O", "O", "O", "O", "S", "H", "H", "H", "H", "H", "H", "H"],
  "coordinates": [[1.23185, -1.19849, 0.18801], [-1.71490, 0.28243, -1.55888], [2.58792, 0.58698, 1.04241], [-1.78077, -0.43508, -0.21316], [1.18965, -2.26932, -0.47511], [0.26798, -0.60845, 0.70714], [-2.88373, 1.77414, 0.64578], [2.47609, -0.54533, 0.23287], [-2.49992, 0.34649, 1.04003], [-0.67145, 0.19621, -1.83638], [-2.24563, -0.50223, -2.28187], [-1.96457, 1.28755, -1.68055], [3.53575, 1.00508, 1.09127], [2.40816, 0.31043, 2.13769], [1.68716, 1.23427, 1.00749], [-1.62360, -1.46466, -0.04672]],
  "forces_ev_per_angstrom": [[-0.792, -1.336, -1.732], [0.483, -5.285, -0.597], [-3.731, -1.184, 3.118], [0.105, 1.202, -4.127], [0.758, 1.340, 0.959], [0.807, 0.718, 1.315], [0.351, -0.816, -0.366], [0.681, -0.334, -0.394], [-1.917, 2.111, 4.191], [0.491, 0.015, -0.396], [0.757, 2.140, 0.842], [-1.080, 1.337, 0.330], [1.709, 0.932, -0.956], [0.439, -0.272, -0.838], [0.864, 0.299, -0.991], [0.074, -0.868, -0.360]],
  "lowdin_charge": [-0.74, -0.13, -0.14, -0.52, -0.05, -0.08, -0.57, -0.08, 0.85, 0.06, 0.11, 0.03, 0.05, 0.09, 0.09, 0.05]
}